(1)
21
Properties=species:S:1:pos:R:3:forces:R:3 method="wB97M-V/def2-TZVPD" e_lumo_ev="-0.076 / -0.059"
C 1.1174 -0.4004 -0.0170 0.54 -2.08 -1.24
H -0.0016 2.9467 1.1160 -0.83 -1.07 0.77
C -1.2343 -0.4592 -0.9989 -1.62 1.29 2.19
Cl -1.1467 2.4497 -1.2944 0.03 -0.60 -0.23
H 1.6174 1.2630 1.3385 -1.54 -1.68 -1.19
H -0.9669 0.3089 1.8253 -0.33 1.43 -1.42
C -0.5751 1.0803 1.0557 -0.22 -2.27 -0.69
F -2.3238 -1.4585 0.9262 0.42 -0.32 0.04
C -1.2450 0.9819 -0.4120 -2.14 -1.18 3.73
O -0.5100 2.2971 1.6797 -0.07 2.04 -0.51
H 0.3246 -1.6383 -1.6662 0.60 -0.68 0.28
C -2.5603 -1.0069 -0.3278 -0.45 0.31 0.14
C 0.7994 0.5936 0.8012 3.45 1.20 0.46
C -3.4575 0.2417 -0.1226 3.34 0.14 0.68
F -3.1885 -2.0744 -0.9773 0.73 1.01 0.18
H -1.5509 -0.2851 -1.9859 0.26 -0.42 -1.83
H -0.3428 -2.1380 0.0845 1.34 1.78 -2.14
H 2.1416 -0.8184 -0.3128 -1.26 1.24 1.02
F -3.9401 0.7550 -1.2183 -1.16 0.25 -0.84
C 0.0324 -1.2730 -0.6896 -1.37 -0.44 1.63
Cl -4.4409 0.3299 1.3206 0.29 0.07 -1.03

---

(2)
16
Properties=species:S:1:pos:R:3:forces:R:3 method="wB97M-V/def2-TZVPD" e_lumo_ev=1.007 smiles=N[C@]12CCO[C@@H]1C2
N -0.7704 1.1627 -0.9115 0.13 1.84 -2.40
C -0.5434 0.3977 0.2002 -0.36 -1.44 4.74
H 2.1661 0.5442 -0.8424 1.04 1.51 -2.11
H 2.3336 -0.8272 0.1952 -0.47 0.19 -0.76
C 1.6206 -0.1149 -0.2842 0.07 -2.97 2.13
O 0.6165 -0.9553 -1.1116 2.09 0.17 0.54
H 1.2741 0.2298 1.9062 -1.46 0.25 -1.30
C -0.3195 -1.0098 -0.1137 -2.24 -0.53 1.69
H -2.4891 -0.3621 -0.3328 -2.03 0.48 -1.20
H -2.0055 -1.2617 1.2143 0.14 1.74 -1.11
H 1.1264 1.6261 0.7986 0.38 1.63 0.27
C -1.7543 -0.5439 0.3572 2.49 -2.45 1.58
H -0.0441 -1.4211 0.8736 0.93 -0.86 -1.09
H -1.7545 1.1813 -1.1086 -0.16 0.57 -0.09
H -0.3412 0.7435 -1.7443 0.08 0.27 0.33
C 0.8848 0.6107 0.9038 -0.65 -0.40 -1.24

---

The energy relative to the best compared isomer or geometry (same formula, charge and spin) results, record by record, are as follows: 74.81; 144.09 kcal/mol.